[1]
The following is a DFT calculation (the ωB97M-V functional and the def2-TZVPD basis) of an isolated molecule of C5H8FNO.

XYZ file:
```
16
Properties=species:S:1:pos:R:3:forces:R:3:mulliken_charge:R:1
F -2.92377 0.32223 -0.24905 -0.34 -1.31 -0.29 -0.304
C -1.98463 -0.71847 -0.23390 1.81 -0.16 1.01 -0.575
C -0.71275 -0.01923 0.22806 1.26 -2.17 0.25 0.023
N -0.09225 1.02999 -0.56715 -0.57 1.67 0.24 -0.443
C 1.25818 1.20755 -0.01285 -0.25 2.09 0.20 -0.483
C 1.72248 -0.17957 0.00601 -0.23 -1.25 1.33 -0.278
O 1.23141 -1.05366 -0.94222 -0.52 -0.45 -1.26 -0.433
C 0.54701 -1.05677 0.31290 -0.19 1.07 -0.42 -0.117
H -2.13910 -1.55945 0.54602 -0.62 1.60 -1.03 0.270
H -1.78561 -1.22741 -1.16959 -0.81 0.40 -0.69 0.365
H -1.03017 0.26302 1.22371 0.62 0.56 0.78 0.285
H -0.58399 1.94389 -0.66794 0.18 -1.41 0.41 0.271
H 1.27610 1.55971 1.15114 0.07 -0.38 -2.56 0.213
H 1.89540 1.88870 -0.69302 -1.07 -0.84 1.24 0.327
H 2.72544 -0.33991 0.28579 1.01 -0.50 0.68 0.497
H 0.59625 -2.06063 0.78209 -0.35 1.08 0.12 0.382
```
Positions in Å, forces in eV/Å.

## Properties
structure (SMILES)	FC[C@@H]1NC[C@@H]2O[C@H]12
charge	0

[2]
The following is a DFT calculation (the ωB97M-V functional and the def2-TZVPD basis) of C50H72BeBrCl4F4LiN4NaO11SSi as an isolated structure.

XYZ file:
```
151
Properties=species:S:1:pos:R:3:forces:R:3:mulliken_charge:R:1
C 2.33622 1.94415 3.54489 -0.04 -0.55 0.75 -1.327
C 2.19068 0.60595 2.82335 -0.66 0.72 -0.13 0.053
Br 1.25405 -0.58124 4.11067 0.29 -0.25 -0.03 -0.131
C 1.29992 0.71392 1.56822 1.26 0.36 0.17 -2.140
C 1.78738 0.02940 0.28113 -1.84 -1.34 -0.10 3.947
C 3.07847 0.54545 -0.36567 -0.12 0.72 0.52 -1.466
C 3.34188 2.05663 -0.46306 0.79 0.61 -0.72 0.050
N 2.16827 2.85024 -0.81794 -0.23 -0.18 0.15 -0.303
N 4.34365 2.18762 -1.54622 -0.47 -0.17 -0.18 -0.729
N 3.96184 2.56154 0.76477 -0.29 0.23 -0.15 -0.251
C 0.58410 0.19274 -0.69090 0.67 0.10 -0.02 -1.698
O -0.19777 1.08898 -0.77312 -0.27 0.39 0.05 -0.291
O 0.47590 -0.89646 -1.49202 -0.56 0.13 -0.06 0.097
C 0.72430 -2.04477 -0.66770 0.43 -0.76 -0.14 -0.760
C -0.56548 -2.57508 -0.05385 -0.22 0.79 -0.06 -1.053
C -1.02254 -1.85906 1.23231 0.10 -0.51 0.03 1.328
C -1.72990 -2.83516 2.16018 -0.56 -0.51 0.12 -0.816
C -3.09267 -3.25128 1.59304 0.05 1.94 0.36 -2.523
C -3.99339 -2.00180 1.51609 -0.65 -0.28 0.25 2.402
C -5.28570 -1.98545 2.37730 0.61 0.68 -0.01 -0.939
C -5.36401 -0.79514 3.37207 -0.31 -0.47 -0.19 -0.672
C -6.05020 0.46195 2.76780 0.68 -0.44 0.10 -0.642
Si -4.82029 1.78833 2.20172 0.06 0.20 0.21 0.000
C -3.13984 1.61978 3.05651 -0.35 -0.18 -0.70 -0.654
C -5.48320 3.47923 2.66598 0.06 -0.14 0.24 -1.263
C -4.39244 1.65936 0.35906 -0.42 0.09 0.46 0.334
C -3.57510 2.64323 -0.21385 -0.08 -0.60 -0.36 -0.437
C -3.16061 2.51640 -1.53168 0.06 0.04 0.00 -1.216
C -3.56909 1.41648 -2.27030 -0.37 -0.39 0.27 1.006
C -4.41075 0.45615 -1.72190 0.02 -0.14 0.21 0.307
C -4.83027 0.57110 -0.40012 0.52 0.61 -0.23 -0.776
C 1.86924 -1.58069 0.23534 0.98 0.35 0.27 0.675
C 2.18584 -2.50666 1.43948 -0.29 -0.55 -1.16 -1.460
C 2.82120 -3.84462 0.93812 -1.01 0.00 0.85 -1.244
C 1.76499 -4.94188 0.63655 0.46 0.12 -0.15 0.397
C 1.80512 -5.33637 -0.81849 -0.12 -0.19 -0.14 0.380
O 2.82311 -5.37742 -1.44578 0.32 0.17 -0.23 -0.556
O 0.61210 -5.68216 -1.39431 -0.10 0.28 0.41 -0.510
H 3.21672 2.47107 3.21203 -0.30 0.19 -0.44 0.194
H 2.48420 1.73480 4.60383 0.12 0.14 0.08 0.518
H 1.42838 2.54162 3.48572 -0.02 0.08 -0.21 0.327
H 3.18471 0.22418 2.60554 -0.07 -0.46 0.16 0.148
H 0.29388 0.41233 1.82624 -0.13 -0.05 -0.14 0.722
H 1.23269 1.77488 1.33436 -0.07 0.07 -0.06 0.322
H 3.17735 0.14252 -1.37265 -0.15 -0.26 0.00 0.642
H 3.90717 0.15231 0.22265 0.14 -0.09 -0.11 -0.298
H 2.37125 3.48174 -1.57704 0.11 0.10 0.04 0.229
H 1.79639 3.38282 -0.04347 -0.15 -0.11 0.06 0.192
H 3.92660 1.83027 -2.40262 0.18 -0.14 -0.05 0.270
H 4.49794 3.17561 -1.72951 0.19 0.04 0.19 0.322
H 3.81060 3.56556 0.78504 -0.01 0.03 0.13 0.260
H 4.96719 2.46062 0.66084 0.02 -0.32 0.19 0.268
H 1.12139 -2.80415 -1.34370 -0.07 -0.02 -0.10 0.667
H -0.53383 -3.65499 0.06464 0.04 -0.07 0.15 0.355
H -1.33753 -2.39839 -0.80696 0.01 -0.17 -0.16 0.234
H -1.68025 -1.04032 0.94408 0.02 0.21 0.16 0.373
H -0.20074 -1.43833 1.79773 0.18 0.07 -0.12 -1.344
H -1.15873 -3.75459 2.29854 0.26 0.08 -0.07 0.365
H -1.88798 -2.39051 3.16018 0.14 0.24 -0.02 0.891
H -2.97131 -3.72013 0.62911 0.00 -0.28 0.03 0.494
H -3.52225 -4.03179 2.20987 -0.32 -0.65 -0.56 0.619
H -4.28432 -1.86049 0.48328 0.01 0.04 -0.19 -0.069
H -3.42640 -1.12038 1.79998 0.13 0.13 -0.05 -1.203
H -6.11572 -1.89220 1.68118 -0.40 -0.45 0.26 -0.197
H -5.40795 -2.92089 2.94982 -0.17 -0.16 -0.19 0.566
H -5.91774 -1.13325 4.25030 -0.15 0.12 0.02 0.407
H -4.35667 -0.57295 3.72773 0.07 0.04 0.06 0.201
H -6.70558 0.11616 1.96787 -0.11 0.21 -0.14 0.342
H -6.70363 0.90424 3.51978 0.04 0.18 0.04 0.584
H -2.54092 0.93289 2.45623 0.16 -0.18 0.16 -0.315
H -2.63243 2.58220 2.99432 0.04 0.08 0.28 0.395
H -3.20219 1.25189 4.07659 0.14 0.19 0.16 0.490
H -5.02852 4.30196 2.11693 -0.08 0.03 -0.15 0.354
H -6.56869 3.54623 2.62734 -0.06 0.08 -0.25 0.353
H -5.21326 3.63086 3.71440 0.01 0.01 0.07 0.348
H -3.22435 3.47595 0.38032 -0.02 0.10 0.01 0.370
H -2.50269 3.24188 -1.98672 0.03 0.08 0.05 0.528
H -3.20725 1.29398 -3.27705 0.19 0.65 -0.04 -0.724
H -4.73360 -0.42788 -2.27166 -0.01 0.04 -0.13 0.034
H -5.45881 -0.18295 0.04070 -0.25 -0.03 -0.08 0.526
H 2.74767 -1.73142 -0.40059 0.03 0.07 -0.10 1.744
H 1.27986 -2.79148 1.96355 0.08 0.26 0.46 -0.192
H 2.90567 -2.05984 2.11958 -0.34 0.33 0.26 0.241
H 3.47332 -3.69053 0.08159 0.07 -0.16 -0.09 0.709
H 3.42021 -4.21861 1.76697 0.31 0.04 -0.10 0.222
H 0.76631 -4.66549 0.95102 -0.13 -0.14 -0.03 -0.824
H 2.01841 -5.83119 1.21391 -0.08 -0.17 -0.08 0.712
H 0.34552 -4.96757 -1.98652 -0.13 -0.19 -0.24 0.197
C -8.46297 -0.10245 -2.39860 0.10 0.05 -0.20 -0.885
S -8.97347 -0.75502 -0.81321 -0.05 0.08 0.17 0.319
O -7.70363 -1.03903 -0.07994 0.06 -0.09 0.02 -0.428
C -9.59502 -2.32400 -1.41414 0.02 -0.09 -0.09 -1.027
H -7.99499 0.86405 -2.21935 -0.01 -0.01 0.05 0.269
H -7.73412 -0.79203 -2.82702 -0.02 -0.01 -0.02 0.218
H -9.31606 0.02422 -3.06418 -0.04 -0.03 0.04 0.468
H -8.80434 -2.85237 -1.94700 0.03 0.02 0.02 0.299
H -10.44698 -2.14558 -2.06984 -0.02 0.02 0.02 0.412
H -9.91316 -2.90814 -0.55369 0.00 0.04 0.03 0.341
Cl -2.00826 -5.89650 0.99809 0.17 -0.40 0.28 -0.618
C -0.15146 2.26302 -5.12473 0.25 0.20 0.53 0.303
Cl -1.75616 1.61514 -5.63166 -0.01 0.11 -0.42 -0.253
Cl 0.13153 3.79412 -5.91399 0.00 -0.09 -0.13 -0.037
Cl -0.07182 2.38658 -3.37756 0.02 -0.19 -0.24 0.000
H 0.59664 1.55284 -5.45378 -0.11 -0.06 -0.11 -0.030
C 7.63135 0.54754 7.73299 0.08 -0.06 -0.29 -1.121
C 6.50925 1.53002 7.48456 0.06 -0.10 0.53 -0.215
O 6.54359 2.03059 6.12934 -0.06 0.10 -0.08 -0.295
C 5.98468 1.26290 5.21243 0.03 -0.03 0.25 0.212
O 5.45506 0.20438 5.37660 -0.08 -0.05 -0.14 -0.518
C 6.06328 1.95507 3.83919 0.18 0.09 -0.29 1.006
F 7.26382 2.49257 3.61361 0.01 0.03 0.10 -0.276
F 5.15090 2.94057 3.77112 0.31 0.08 0.12 -0.277
F 5.81569 1.09416 2.85619 -0.11 -0.10 0.07 -0.212
H 8.59354 0.99875 7.49050 0.00 0.05 0.09 0.309
H 7.63875 0.24291 8.77853 -0.02 0.02 0.01 0.379
H 7.51765 -0.34196 7.11414 -0.07 -0.03 0.05 0.318
H 6.61906 2.40655 8.11861 0.03 0.12 -0.16 0.328
H 5.53510 1.09022 7.69286 -0.03 -0.05 -0.19 0.317
Li -3.74790 -3.94686 3.84956 0.29 -0.03 -0.13 0.972
C 0.71924 7.19866 -7.02395 0.05 -0.10 0.01 -0.219
C 0.53173 8.51052 -6.45668 0.06 0.47 0.16 0.266
C 1.66585 9.48187 -6.72134 0.13 0.12 -0.13 0.445
O 1.63203 10.64050 -6.37302 -0.10 -0.15 0.05 -0.484
C 2.83732 8.96061 -7.41499 -0.04 0.10 0.12 -0.257
C 3.02003 7.63549 -7.96917 -0.05 -0.48 -0.15 0.288
C 1.83846 6.70588 -7.79668 -0.28 -0.09 -0.06 0.587
O 1.80412 5.58602 -8.26609 0.24 0.10 0.04 -0.534
O 4.02466 7.26623 -8.53746 -0.08 0.33 0.16 -0.482
O -0.44064 8.85261 -5.81721 0.11 -0.32 -0.17 -0.514
H -0.06461 6.46104 -6.88542 -0.15 0.17 0.07 0.439
H 3.64783 9.67691 -7.51637 0.07 -0.09 -0.08 0.469
Na -3.24478 -0.26813 -4.47802 0.07 -0.48 0.14 0.872
F -0.52111 -3.50015 -3.43970 0.02 0.04 -0.01 -0.369
C 0.50874 -3.24642 -4.29512 0.16 0.01 -0.13 0.534
C 1.21731 -4.30709 -4.81670 -0.06 -0.18 0.05 -0.346
C 2.26431 -4.03856 -5.68730 -0.03 0.12 0.02 -0.563
C 2.58987 -2.72814 -6.01077 0.03 0.03 0.00 -0.713
C 1.86404 -1.67784 -5.46527 -0.02 -0.11 -0.04 -0.431
C 0.80724 -1.93532 -4.60253 -0.15 0.16 0.00 0.235
H 0.95503 -5.32103 -4.54345 0.01 0.01 0.02 0.495
H 2.82878 -4.85716 -6.11100 0.00 -0.02 0.02 0.401
H 3.41137 -2.52663 -6.68434 0.00 0.00 0.00 0.414
H 2.12407 -0.65470 -5.70873 0.01 -0.02 -0.01 0.313
H 0.22532 -1.13543 -4.16350 0.06 0.03 0.16 0.085
C 4.70770 -6.03271 3.82844 0.06 0.23 -0.29 -0.493
C 4.47620 -6.94560 4.93670 0.00 0.00 0.00 0.244
N 4.29340 -7.66230 5.81286 -0.01 -0.02 0.03 -0.353
H 5.71342 -5.61749 3.86690 0.02 -0.06 0.10 0.324
H 4.59388 -6.54166 2.87204 -0.03 -0.10 0.06 0.240
H 4.00312 -5.20248 3.85748 -0.05 -0.04 0.11 0.085
Be 4.79062 -1.92172 0.96697 1.02 0.08 0.06 0.051
```
Positions in Å, forces in eV/Å.

## Properties
charge	+1

[3]
The following is a DFT calculation (the ωB97M-V functional and the def2-TZVPD basis) of an isolated molecule of C3H6OS.

XYZ file:
```
11
Properties=species:S:1:pos:R:3:forces:R:3:mulliken_charge:R:1
C -1.09267 0.01967 -0.20523 -0.37 3.11 0.90 -0.517
C -0.14340 1.19431 0.28559 0.00 0.99 0.07 -0.407
S 1.39739 0.61532 -0.41908 1.01 -0.16 -0.03 -0.149
C 1.02490 -1.10269 0.00600 -1.23 -1.58 -1.93 -0.286
O -0.50682 -1.15850 0.22824 1.92 -0.64 0.39 -0.395
H -1.16669 0.02210 -1.24064 0.42 0.18 -2.33 0.356
H -2.15221 0.33130 0.02135 0.83 -1.46 1.14 0.324
H -0.24985 2.37720 -0.00634 -0.23 -3.27 0.61 0.314
H 0.00143 1.05641 1.38495 -0.61 0.59 -0.68 0.245
H 1.50076 -1.58681 0.87900 -0.49 0.79 -0.14 0.274
H 1.38715 -1.76831 -0.93384 -1.26 1.43 2.01 0.240
```
Positions in Å, forces in eV/Å.

## Properties
structure (SMILES)	C1CSCO1
charge	0

It is found that the max |F| values, taken in the order of the records, are 2.6, 2.3, 3.3 eV Å⁻¹.
It is found that the HOMO values, taken in the order of the records, are -0.334, -0.327, -0.321 Ha.